A structure of composition C2H7N3OS in a non-equilibrium geometry, computed with ωB97M-V/def2-TZVPD.

The calculation puts the energy above the lowest of the compared OMol25 structures with the same formula, charge and spin at 409.75 kJ/mol. As for the HOMO-LUMO gap: 9.37 eV. The value obtained for the highest occupied orbital energy is -0.32792 hartree.

Structure (XYZ):
```
14
C2H7N3OS (ωB97M-V/def2-TZVPD)
C -0.66507 0.06745 -2.13284
C -0.14067 0.16168 0.31119
H -0.02031 0.93428 -2.18140
H -0.21993 -0.84110 -2.50734
H -1.55636 0.32302 -2.81507
H 1.45750 0.63947 -1.20581
H 2.57913 -0.03250 1.20566
H 0.42250 -0.67970 2.11683
H -2.13367 0.46418 3.03292
N -0.99643 0.07891 -0.70122
N 1.18641 0.52301 0.03734
N -0.33127 -0.22268 1.70727
O 2.11601 -0.63953 0.65629
S -1.69782 -0.77650 2.47617
```

=====

A structure of composition C2H7N3OS in a non-equilibrium geometry, computed with ωB97M-V/def2-TZVPD.

The calculation puts the energy above the lowest of the compared OMol25 structures with the same formula, charge and spin at 468.22 kJ/mol. As for the HOMO-LUMO gap: 9.25 eV. The value obtained for the highest occupied orbital energy is -0.32137 hartree.

Structure (XYZ):
```
14
C2H7N3OS (ωB97M-V/def2-TZVPD)
C 1.54216 1.41392 -0.00115
C -0.06315 -0.65064 -0.15408
H 2.14229 2.16517 -1.01157
H 1.79510 1.38528 1.06567
H 0.18512 1.65385 -0.08876
H -0.74267 0.53287 -1.71380
H -2.44385 0.39878 0.55046
H -2.21459 -0.95126 -0.06156
H 1.33536 -2.16462 1.00526
N -0.95136 0.17254 -0.80693
N -2.22576 0.02242 -0.42148
N -0.39495 -1.34293 0.85757
O 0.45603 -2.27396 1.36095
S 1.58027 -0.36144 -0.58057
```

=====

The molecule C2H7N3OS in a non-equilibrium geometry, computed with ωB97M-V/def2-TZVPD.

The calculation puts the energy above the lowest of the compared OMol25 structures with the same formula, charge and spin at 302.93 kJ/mol. As for the HOMO-LUMO gap: 8.67 eV. The value obtained for the highest occupied orbital energy is -0.29346 hartree.

Structure (XYZ):
```
14
C2H7N3OS (ωB97M-V/def2-TZVPD)
C -0.79124 1.96535 0.17610
O 0.31494 1.20925 -0.39369
C 0.26700 -0.16223 -0.15817
N 1.40169 -0.84747 0.13168
S 2.98682 -0.19603 -0.09895
N -0.86352 -0.87809 -0.25748
N -0.71097 -2.30849 -0.05256
H -0.50162 3.03918 -0.08372
H -0.79585 1.56033 1.35086
H -1.91988 1.56441 -0.30270
H 2.89710 1.08841 0.04282
H -1.48330 -0.88387 -1.08080
H 0.30159 -2.48530 -0.22061
H -1.10278 -2.66545 0.94723
```

=====

The molecule C2H7N3OS in a non-equilibrium geometry, computed with ωB97M-V/def2-TZVPD.

The calculation puts the energy above the lowest of the compared OMol25 structures with the same formula, charge and spin at 183.00 kJ/mol. As for the HOMO-LUMO gap: 9.73 eV. The value obtained for the highest occupied orbital energy is -0.33133 hartree.

Structure (XYZ):
```
14
C2H7N3OS (ωB97M-V/def2-TZVPD)
H 0.83512 2.64134 -0.27616
N 1.43587 1.82904 -0.18220
C 0.68130 0.80812 0.06371
N 1.13762 -0.48701 0.07817
S 2.82753 -0.81655 -0.01335
N -0.69994 0.86444 -0.00359
O -1.31825 -0.24360 0.66951
C -1.83091 -1.11216 -0.34774
H 0.58960 -1.14613 0.68372
H 3.29179 0.03825 0.92847
H -1.15440 1.71092 0.35908
H -2.63835 -0.60986 -0.92051
H -2.13720 -2.14313 0.05756
H -1.01980 -1.33366 -1.09666
```

=====

A structure of composition C2H7N3P in a non-equilibrium geometry, computed with ωB97M-V/def2-TZVPD.

The calculation puts the energy above the lowest of the compared OMol25 structures with the same formula, charge and spin at 609.75 kJ/mol. As for the HOMO-LUMO gap: 8.73 eV. The value obtained for the highest occupied orbital energy is -0.51616 hartree. The total charge is +1.

Structure (XYZ):
```
13
C2H7N3P (ωB97M-V/def2-TZVPD)
C -0.83964 -0.18819 -0.30464
C -0.98517 0.54550 1.04823
N 1.42238 0.86225 -0.10422
N 0.55366 -0.75860 -0.34881
N 1.03858 -1.43042 -1.32938
P 0.62059 1.38544 1.05336
H -1.49191 -1.04169 -0.22730
H -1.06435 0.50606 -1.10584
H -1.72860 1.37439 1.00387
H -1.28449 -0.05948 1.81113
H 0.90271 -1.37453 -2.33906
H 1.88027 -2.11171 -1.16632
H 0.97598 2.29098 2.00898
```

=====

The molecule C2H7N3S in a non-equilibrium geometry, computed with ωB97M-V/def2-TZVPD.

The calculation puts the energy above the lowest of the compared OMol25 structures with the same formula, charge and spin at 86.69 kJ/mol. As for the HOMO-LUMO gap: 9.96 eV. The value obtained for the highest occupied orbital energy is -0.33619 hartree.

Structure (XYZ):
```
13
C2H7N3S (ωB97M-V/def2-TZVPD)
H -0.79594 1.84586 0.49099
N 0.09244 1.41852 0.21866
C 0.04216 0.14052 0.13072
C -1.25471 -0.63077 0.47242
S -2.68534 0.16681 -0.30297
N 1.12522 -0.58897 -0.30278
N 2.36448 0.08781 -0.34034
H -1.17400 -1.65495 0.12503
H -1.39766 -0.68601 1.53089
H -2.27616 0.20300 -1.57449
H 1.13049 -1.57255 -0.09073
H 2.57317 0.39866 0.61016
H 2.25585 0.87208 -0.96757
```

=====

The molecule C2H7N3S in a non-equilibrium geometry, computed with ωB97M-V/def2-TZVPD.

The calculation puts the energy above the lowest of the compared OMol25 structures with the same formula, charge and spin at 396.14 kJ/mol. As for the HOMO-LUMO gap: 9.46 eV. The value obtained for the highest occupied orbital energy is -0.32349 hartree.

Structure (XYZ):
```
13
C2H7N3S (ωB97M-V/def2-TZVPD)
H 0.69366 -2.23951 0.95803
N 0.44272 -1.41951 1.61089
C 0.18654 -0.40737 0.70825
N -0.32909 0.81403 1.12573
N 0.82073 1.79510 1.21390
S 0.74412 -0.99960 -0.85226
C -0.61557 -0.72683 -1.87478
H -0.67134 0.35517 2.04534
H 1.32999 1.91480 0.18688
H 0.55746 2.84492 1.28996
H -1.52493 -1.63796 -2.00010
H -0.37552 -0.46308 -2.99915
H -1.25879 0.16985 -1.41269
```

=====

The ion C2H7N4O with charge +1 in a non-equilibrium geometry, computed with ωB97M-V/def2-TZVPD.

The calculation puts the energy above the lowest of the compared OMol25 structures with the same formula, charge and spin at 565.89 kJ/mol. As for the HOMO-LUMO gap: 8.99 eV. The value obtained for the highest occupied orbital energy is -0.48881 hartree. The total charge is +1.

Structure (XYZ):
```
14
C2H7N4O (ωB97M-V/def2-TZVPD)
N -1.64125 -0.08693 0.41250
C -0.21326 0.54995 0.46534
C 0.90327 0.12712 -0.47581
N 2.06356 0.24471 0.36911
O 2.97321 -0.85025 0.21589
N 1.35225 -0.06091 1.92985
N 0.20921 0.21520 1.81493
H -2.19402 0.32774 1.26192
H -1.51033 -1.06036 0.43293
H -2.22957 0.48423 -0.28525
H -0.31739 1.66260 0.68896
H 0.87203 -0.89299 -0.90834
H 1.07284 0.83343 -1.19788
H 3.89246 -0.49064 0.47802
```

=====

The ion C2H7N4O with charge +1 in a non-equilibrium geometry, computed with ωB97M-V/def2-TZVPD.

The calculation puts the energy above the lowest of the compared OMol25 structures with the same formula, charge and spin at 483.74 kJ/mol. As for the HOMO-LUMO gap: 10.46 eV. The value obtained for the highest occupied orbital energy is -0.51112 hartree. The total charge is +1.

Structure (XYZ):
```
14
C2H7N4O (ωB97M-V/def2-TZVPD)
C 0.81170 1.78039 -0.31438
N 0.19168 0.75517 0.52650
N 1.21011 -0.35561 0.67675
N 0.65373 -1.39312 -0.00328
C -0.56012 -1.24056 -0.19821
N -1.58499 -1.91185 -0.66902
O -0.96073 0.14922 0.04472
H 0.01229 2.44064 -0.41794
H 1.71575 2.04620 0.24349
H 1.06849 1.26486 -1.23619
H 0.08975 1.33105 1.31175
H 1.26160 -0.65327 1.72613
H -1.44667 -2.82639 -1.13823
H -2.46260 -1.38673 -0.55209
```

=====

The ion C2H7N4O with charge +1 in a non-equilibrium geometry, computed with ωB97M-V/def2-TZVPD.

The calculation puts the energy above the lowest of the compared OMol25 structures with the same formula, charge and spin at 313.31 kJ/mol. As for the HOMO-LUMO gap: 10.09 eV. The value obtained for the highest occupied orbital energy is -0.51485 hartree. The total charge is +1.

Structure (XYZ):
```
14
C2H7N4O (ωB97M-V/def2-TZVPD)
H 0.49339 -2.51327 3.49946
N -0.26292 -2.20127 2.92361
N 0.05040 -1.79753 1.80302
N -0.95322 -1.15051 1.09627
C -0.52467 -0.24077 0.11391
N -1.32042 0.56224 -0.60737
O 0.74022 -0.17860 0.00084
C 1.58682 0.82377 -0.60756
H -1.90938 -1.18935 1.26662
H -2.37637 0.45118 -0.70773
H -0.99839 1.43398 -0.83825
H 2.48920 0.81358 0.09389
H 0.99230 1.77653 -0.76050
H 1.99548 0.42408 -1.53190
```

=====

A cluster of 2 separate species, C2H7N4O in total in a non-equilibrium geometry, computed with ωB97M-V/def2-TZVPD.

The calculation puts the energy above the lowest of the compared OMol25 structures with the same formula, charge and spin at 174.52 kJ/mol. As for the HOMO-LUMO gap (alpha / beta): 8.97 / 7.03 eV. The value obtained for the highest occupied orbital energy (alpha / beta) is -0.45111 / -0.54607 hartree. Its multiplicity is 3. The total charge is +1.

Structure (XYZ):
```
14
C2H7N4O (ωB97M-V/def2-TZVPD)
C -3.13231 -0.12693 -0.34816
C -0.45319 2.06499 0.17326
N -1.04340 -0.13097 1.01183
N -2.06042 -0.04090 0.20762
N -0.22421 0.83761 0.94563
N 0.12688 -1.96863 0.30375
O -4.09940 -0.08743 -0.95317
H -1.58568 2.19296 0.05594
H 0.00872 3.01319 0.55918
H -0.01904 1.88736 -0.84948
H 0.85579 -2.22765 1.11435
H 0.65635 0.71285 1.46223
H 0.61277 -1.68370 -0.52174
H -0.34577 -2.93297 0.17839
```

=====

The ion C2H7N4S with charge +1 in a non-equilibrium geometry, computed with ωB97M-V/def2-TZVPD.

The calculation puts the energy above the lowest of the compared OMol25 structures with the same formula, charge and spin at 163.80 kJ/mol. As for the HOMO-LUMO gap: 7.96 eV. The value obtained for the highest occupied orbital energy is -0.48685 hartree. The total charge is +1.

Structure (XYZ):
```
14
C2H7N4S (ωB97M-V/def2-TZVPD)
C -0.01294 1.00705 0.55236
C 0.74561 -1.07010 -1.46524
N 0.48043 1.98709 1.05511
N -1.01741 0.19940 1.12040
N 0.76247 -1.77533 -2.61984
N -1.38986 0.48865 2.46083
S 0.41119 0.58533 -1.33541
H 1.18147 -1.58186 -0.58034
H 1.30425 2.33868 0.78209
H -1.62996 -0.41480 0.72263
H 1.25236 -2.65259 -2.74103
H 0.58139 -1.21355 -3.38813
H -2.05541 1.30644 2.49120
H -0.61359 0.79560 2.94537
```